(1)
The following is a DFT calculation (ωB97M-V with the def2-TZVPD basis set) of a molecular structure, C10H17BiN3O5S3SbSi at a distorted geometry.

Results
Gap between HOMO and LUMO (alpha / beta)   7.559 / 5.102 eV
<S²>   0.760
ΔE to the lowest compared entry with this formula, charge and spin   4.6 kcal per mole
Net charge   -1
F_max   1.78 eV/Å
DFT total energy   -2870.72903 Ha
2S+1   2

```
41
C10H17BiN3O5S3SbSi | the OMol25 dataset | ωB97M-V with the def2-TZVPD basis set
Bi -1.79 -1.75 0.35
S -6.04 -3.34 1.15
Sb -4.16 -3.16 2.52
S -2.46 -4.15 1.14
S -3.43 -0.88 2.13
C -0.40 -2.20 3.79
Si 0.23 -1.96 2.06
C 1.25 -3.43 1.56
C 1.29 -0.42 2.00
H 0.45 -2.20 4.50
H -0.92 -3.16 3.88
H -1.09 -1.40 4.08
H 2.18 -3.48 2.15
H 1.52 -3.35 0.50
H 0.69 -4.36 1.71
H 2.19 -0.53 2.63
H 0.73 0.46 2.34
H 1.62 -0.25 0.96
O 0.60 -1.85 -1.34
N 0.97 -1.76 -2.56
O 1.71 -2.62 -3.05
O 0.71 -0.68 -3.20
O 1.21 1.75 -5.28
C 1.86 2.37 -4.18
N 1.10 2.17 -2.95
C 0.82 3.15 -2.07
O 1.19 4.31 -2.18
C -0.03 2.72 -0.90
C -0.36 3.68 0.04
C -1.13 3.33 1.13
C -1.55 2.01 1.25
N -1.24 1.07 0.35
C -0.49 1.42 -0.71
H 1.02 0.82 -5.05
H 1.91 3.43 -4.37
H 2.86 1.97 -4.05
H 0.81 1.22 -2.77
H 0.00 4.69 -0.11
H -1.42 4.06 1.88
H -2.15 1.69 2.10
H -0.27 0.62 -1.41
```

=====

(2)
The following is a DFT calculation (ωB97M-V with the def2-TZVPD basis set) of a molecular structure, C10H17Cl2N3OsS5 at a distorted geometry.

Results
Gap between HOMO and LUMO (alpha / beta)   4.462 / 4.445 eV
ΔE to the lowest compared entry with this formula, charge and spin   131.6 kcal per mole
Net charge   +2
F_max   1.27 eV/Å
DFT total energy   -3556.78294 Ha

```
38
C10H17Cl2N3OsS5 | the OMol25 dataset | ωB97M-V with the def2-TZVPD basis set
Os -1.52 -0.23 0.32
C 1.05 1.34 -0.42
C 2.07 0.25 -0.10
N 3.33 0.84 0.33
C 3.66 1.06 1.60
C -2.12 1.46 1.04
N -2.81 1.34 -0.18
C -2.44 2.09 -1.39
C -0.94 1.98 -1.67
N -0.23 0.83 -0.97
H 0.82 1.94 0.46
H 1.50 2.01 -1.17
H 1.71 -0.43 0.66
H 2.27 -0.35 -0.99
H 4.03 1.04 -0.36
H -0.53 0.12 1.55
H 4.65 1.47 1.75
H -3.45 -0.47 2.69
H -1.75 2.41 1.43
H -3.80 1.14 -0.13
H -3.02 1.69 -2.21
H -2.70 3.14 -1.26
H -0.78 1.87 -2.74
H -0.43 2.89 -1.36
H 0.00 0.15 -1.70
S -0.46 -6.77 -2.80
C -0.70 -5.34 -2.12
S 0.11 -4.81 -0.65
C -0.62 -3.24 -0.56
C -1.54 -2.93 -1.56
S -2.35 -1.44 -1.61
S -1.81 -4.14 -2.76
S -0.24 -2.17 0.70
Cl -3.31 -1.39 1.80
C 2.87 0.82 2.68
Cl 3.55 1.25 4.24
H 1.86 0.45 2.76
H 4.06 0.13 4.69
```

=====

(3)
The following is a DFT calculation (ωB97M-V with the def2-TZVPD basis set) of a molecular structure, C10H17Cl4Mg2O6 at a distorted geometry.

Results
Gap between HOMO and LUMO   7.227 eV
ΔE to the lowest compared entry with this formula, charge and spin   19.2 kcal per mole
Net charge   +1
F_max   3.99 eV/Å
DFT total energy   -3083.69562 Ha

```
39
C10H17Cl4Mg2O6 | the OMol25 dataset | ωB97M-V with the def2-TZVPD basis set
Mg 1.33 -0.10 -2.52
Mg -1.56 -1.28 -1.40
C -2.27 1.71 -4.44
C -1.56 0.89 -3.33
O -0.31 0.83 -3.27
O -2.22 0.14 -2.56
H -1.55 2.08 -5.17
H -2.77 2.50 -3.87
H -3.09 1.13 -4.88
C 1.11 -0.68 1.53
C 0.06 -0.83 0.35
O 0.31 -0.58 -0.85
O -1.11 -1.17 0.53
H 0.74 -0.53 2.55
H 1.68 0.21 1.27
H 1.79 -1.52 1.65
C 0.15 -3.86 -4.30
C 0.17 -2.74 -3.28
O -0.82 -2.64 -2.52
O 1.04 -1.83 -3.40
H -0.82 -4.34 -4.24
H 0.94 -4.61 -4.39
H 0.18 -3.24 -5.20
Cl -2.41 -1.99 4.73
C -2.46 -0.62 3.54
C -3.29 0.52 4.09
Cl -4.94 -0.05 4.63
H -2.96 -1.00 2.65
H -1.44 -0.29 3.32
H -3.40 1.41 3.47
H -2.71 0.85 4.95
Cl 6.04 2.96 1.75
C 4.58 2.22 2.46
C 3.47 3.26 2.71
Cl 2.00 2.29 3.10
H 4.76 1.63 3.36
H 4.25 1.50 1.72
H 3.31 3.80 1.78
H 3.79 3.97 3.47
```

=====

(4)
The following is a DFT calculation (ωB97M-V with the def2-TZVPD basis set) of a molecular structure, C10H17GaNO at a distorted geometry.

Results
Gap between HOMO and LUMO   6.624 eV
ΔE to the lowest compared entry with this formula, charge and spin   61.5 kcal per mole
Net charge   -1
F_max   4.84 eV/Å
DFT total energy   -2445.91417 Ha

```
30
C10H17GaNO | the OMol25 dataset | ωB97M-V with the def2-TZVPD basis set
C -1.10 1.05 -2.73
C 0.32 0.84 -2.98
C 1.05 1.63 -2.04
C 0.13 2.31 -1.19
C -1.22 1.96 -1.61
Ga -0.31 -0.08 -0.51
N -1.66 -1.21 -0.24
C -0.55 -2.23 -0.66
C 0.67 -1.74 -1.52
H 2.12 1.78 -2.05
H 0.72 0.28 -3.82
H 0.36 3.11 -0.51
H -2.15 2.42 -1.27
H -1.93 0.67 -3.34
H 0.62 -1.89 -2.62
H -1.07 -2.97 -1.32
H -2.61 -1.00 0.10
H 1.74 -1.84 -1.20
H -0.06 -2.82 0.17
C 1.72 -0.12 2.77
C 0.35 -0.20 2.16
C -0.77 0.15 3.06
O 0.47 0.67 0.98
H 1.87 0.91 3.07
H 2.49 -0.34 2.02
H 1.83 -0.78 3.63
H 0.15 -1.23 1.74
H -0.68 1.14 3.42
H -1.73 0.03 2.60
H -0.76 -0.51 3.90
```

=====

(5)
The following is a DFT calculation (ωB97M-V with the def2-TZVPD basis set) of a molecular structure, C10H17MgN at a distorted geometry.

Results
Gap between HOMO and LUMO (alpha / beta)   4.130 / 4.130 eV
ΔE to the lowest compared entry with this formula, charge and spin   0.0 kcal per mole
Net charge   0
F_max   2.57 eV/Å
DFT total energy   -645.92258 Ha

```
29
C10H17MgN | the OMol25 dataset | ωB97M-V with the def2-TZVPD basis set
Mg -0.04 -0.63 -0.04
C 0.15 -0.11 -2.64
H 1.24 0.02 -2.69
H -0.12 -1.14 -2.94
H -0.32 0.59 -3.35
H -0.30 0.21 -1.66
H -0.93 1.15 0.81
C 2.56 0.88 0.39
N 1.62 0.00 1.09
C 2.19 -1.34 1.26
C 1.18 0.59 2.41
C -0.26 0.22 2.66
C -0.71 -0.35 3.85
C -1.99 -0.92 3.88
C -2.77 -1.00 2.71
C -2.38 -0.32 1.56
C -1.15 0.38 1.57
H 2.66 0.51 -0.64
H 3.55 0.88 0.86
H 2.16 1.90 0.40
H 2.97 -1.36 2.04
H 1.40 -2.05 1.55
H 2.64 -1.65 0.31
H 1.27 1.68 2.34
H 1.84 0.26 3.22
H -0.06 -0.27 4.74
H -2.36 -1.32 4.82
H -3.70 -1.57 2.71
H -3.00 -0.30 0.65
```

=====

(6)
The following is a DFT calculation (ωB97M-V with the def2-TZVPD basis set) of a molecular structure, C10H17MoNO at a distorted geometry.

Results
Gap between HOMO and LUMO (alpha / beta)   8.135 / 6.774 eV
<S²>   2.013
Net charge   0
F_max   4.27 eV/Å
DFT total energy   -589.23842 Ha
2S+1   3

```
30
C10H17MoNO | the OMol25 dataset | ωB97M-V with the def2-TZVPD basis set
C 0.75 -2.78 -0.74
C -0.62 -2.57 -1.13
C -1.47 -3.03 -0.07
C -0.62 -3.52 0.99
C 0.75 -3.37 0.57
Mo -0.19 -1.33 0.71
N 1.46 1.34 -1.44
C 1.50 2.10 -2.55
C 0.24 1.22 -2.25
H -2.56 -3.01 -0.05
H -0.95 -2.15 -2.08
H -0.94 -3.97 1.93
H 1.63 -3.69 1.11
H 1.63 -2.57 -1.35
H 0.10 0.30 -2.82
H 2.13 1.76 -3.37
H 2.05 0.50 -1.50
H -0.64 1.73 -1.86
H 1.39 3.17 -2.41
C -1.41 2.72 1.96
C -0.78 1.52 1.23
C 0.61 1.13 1.74
O -1.65 0.45 1.24
H -1.58 2.50 3.01
H -2.37 2.96 1.50
H -0.75 3.58 1.87
H -0.62 1.90 0.20
H 0.53 0.60 2.69
H 1.16 0.51 0.99
H 1.21 2.03 1.90
```

=====

(7)
The following is a DFT calculation (ωB97M-V with the def2-TZVPD basis set) of C10H17N in the gas phase at a distorted geometry.

Results
Gap between HOMO and LUMO   9.467 eV
ΔE to the lowest compared entry with this formula, charge and spin   78.4 kcal per mole
Net charge   0
F_max   4.42 eV/Å
Structure (SMILES)   CN[C@]12C[C@@H](C)C[C@@H]3C[C@H]1[C@@H]32
DFT total energy   -445.90234 Ha

```
28
C10H17N | the OMol25 dataset | ωB97M-V with the def2-TZVPD basis set
C -2.44 0.59 -1.41
N -1.66 1.42 -0.51
C -0.42 0.91 0.04
C -0.61 -0.09 1.19
C 0.11 -1.40 0.95
C -0.58 -2.23 -0.17
C 1.62 -1.18 0.65
C 1.87 0.13 -0.12
C 1.90 1.42 0.79
C 0.71 1.86 0.06
C 0.68 0.70 -0.83
H -1.93 0.31 -2.37
H -3.27 1.19 -1.74
H -2.75 -0.37 -0.88
H -1.52 2.35 -0.88
H -1.71 -0.20 1.24
H -0.36 0.41 2.15
H 0.05 -2.00 1.96
H -0.20 -3.25 -0.26
H -1.67 -2.38 -0.10
H -0.42 -1.76 -1.14
H 2.09 -1.97 0.05
H 2.23 -1.17 1.61
H 2.77 0.00 -0.74
H 1.74 1.22 1.87
H 2.81 2.04 0.68
H 0.49 2.92 -0.18
H 0.48 0.54 -1.89
```

=====

(8)
The following is a DFT calculation (ωB97M-V with the def2-TZVPD basis set) of 2 unconnected molecules or ions with the total composition C10H17N at a distorted geometry.

Results
Gap between HOMO and LUMO   10.688 eV
ΔE to the lowest compared entry with this formula, charge and spin   95.8 kcal per mole
Net charge   0
F_max   4.60 eV/Å
Structure (SMILES)   c1ccncc1.CCCCC
DFT total energy   -445.87464 Ha

```
28
C10H17N | the OMol25 dataset | ωB97M-V with the def2-TZVPD basis set
C 0.96 -0.26 3.11
C 0.68 1.10 3.23
C -0.44 1.57 2.62
N -1.21 0.72 1.80
C -0.84 -0.57 1.82
C 0.19 -1.18 2.52
H 2.00 -0.49 3.47
H 1.60 1.84 3.35
H -0.94 2.54 2.56
H -1.41 -1.18 1.18
H 0.63 -2.12 2.67
C 2.45 0.39 -2.25
C 0.96 -0.01 -2.54
C 0.00 -0.18 -1.41
C -1.45 -0.52 -1.81
C -2.47 -0.31 -0.59
H 2.46 1.42 -1.75
H 2.67 -0.39 -1.49
H 3.19 0.54 -3.02
H 0.98 -0.95 -2.96
H 0.56 0.76 -3.27
H 0.38 -1.03 -0.77
H 0.01 0.70 -0.75
H -1.40 -1.52 -2.14
H -1.65 0.14 -2.66
H -2.26 0.57 0.04
H -3.47 -0.36 -0.97
H -2.20 -1.24 0.02
```

=====

(9)
The following is a DFT calculation (ωB97M-V with the def2-TZVPD basis set) of a gas-phase ion, C10H17N2 (charge +1) at a distorted geometry.

Results
Gap between HOMO and LUMO   8.899 eV
ΔE to the lowest compared entry with this formula, charge and spin   16.2 kcal per mole
Net charge   +1
F_max   4.59 eV/Å
Structure (SMILES)   Cn1cccc/c1=[NH+]/C(C)(C)C
DFT total energy   -500.44276 Ha

```
29
C10H17N2 | the OMol25 dataset | ωB97M-V with the def2-TZVPD basis set
C -1.56 0.54 -1.63
N -1.86 -0.23 -0.43
C -3.05 -1.01 -0.51
C -3.33 -2.04 0.31
C -2.59 -2.19 1.44
C -1.52 -1.34 1.69
C -1.14 -0.39 0.71
N -0.03 0.29 1.02
C 1.21 0.53 0.27
C 2.27 0.70 1.43
C 1.63 -0.67 -0.71
C 1.38 1.70 -0.60
H -1.37 1.54 -1.46
H -0.70 0.21 -2.18
H -2.41 0.58 -2.30
H -3.66 -0.83 -1.31
H -4.05 -2.72 0.02
H -2.68 -3.03 2.13
H -0.75 -1.57 2.29
H 0.29 0.07 2.02
H 2.07 1.41 2.24
H 2.45 -0.27 1.97
H 3.17 0.92 0.96
H 1.78 -1.55 -0.13
H 2.66 -0.48 -0.93
H 1.01 -0.77 -1.54
H 1.78 1.31 -1.49
H 0.36 2.04 -0.90
H 1.95 2.67 -0.15
```

=====

(10)
The following is a DFT calculation (ωB97M-V with the def2-TZVPD basis set) of a gas-phase ion, C10H17N2 (charge +1) at a distorted geometry.

Results
Gap between HOMO and LUMO   8.141 eV
ΔE to the lowest compared entry with this formula, charge and spin   103.0 kcal per mole
Net charge   +1
F_max   4.36 eV/Å
DFT total energy   -500.30444 Ha

```
29
C10H17N2 | the OMol25 dataset | ωB97M-V with the def2-TZVPD basis set
C 0.39 -0.48 1.18
C 2.91 -0.05 -0.79
C 1.67 0.49 -0.87
C -0.72 0.48 0.47
C -1.70 -0.35 -0.14
C 1.22 1.43 -1.98
C 3.67 -0.53 1.68
C -3.91 -1.06 -0.47
C -3.54 0.97 0.85
C 3.36 -1.09 0.26
N 0.68 0.16 0.08
N -3.00 -0.12 0.06
H 3.67 0.25 -1.51
H -0.79 1.41 1.05
H -1.44 -1.35 -0.50
H 0.72 0.72 -2.85
H 2.09 1.86 -2.51
H 0.48 2.29 -1.67
H 3.88 0.55 1.61
H 4.50 -1.11 2.25
H 2.77 -0.71 2.25
H -4.27 -1.45 0.42
H -4.76 -0.66 -0.88
H -3.48 -1.80 -1.12
H -3.30 0.84 2.02
H -3.21 1.92 0.49
H -4.55 0.81 0.69
H 2.44 -1.80 0.21
H 4.22 -1.61 -0.27
```

=====

(11)
The following is a DFT calculation (ωB97M-V with the def2-TZVPD basis set) of 2 unconnected molecules or ions with the total composition C10H17N3O2 at a distorted geometry.

Results
Gap between HOMO and LUMO (alpha / beta)   8.564 / 8.930 eV
ΔE to the lowest compared entry with this formula, charge and spin   197.8 kcal per mole
Net charge   0
F_max   3.88 eV/Å
DFT total energy   -705.71408 Ha

```
32
C10H17N3O2 | the OMol25 dataset | ωB97M-V with the def2-TZVPD basis set
C -1.46 -1.62 2.34
C -1.99 -0.97 3.46
C -0.15 -1.20 2.39
C 0.61 0.68 -0.71
C 0.04 -0.72 -1.10
C -0.42 1.72 -0.12
C 1.60 1.26 -1.69
C 0.48 -1.05 -2.48
C -1.50 -0.94 -0.86
C 1.20 0.32 3.92
N -1.06 -0.32 4.12
N 0.06 -0.43 3.49
N 1.33 -1.08 0.74
O 1.38 0.23 0.45
O 0.68 -1.65 -0.26
H -1.85 -2.47 1.82
H -3.01 -0.95 3.71
H -0.96 1.11 0.55
H -0.92 2.12 -0.99
H 0.07 2.49 0.48
H 2.59 0.82 -1.81
H 1.85 2.24 -1.29
H 1.17 1.43 -2.69
H 0.39 -0.30 -3.31
H 0.05 -2.01 -2.85
H 1.63 -1.17 -2.33
H -1.65 -2.06 -0.98
H -2.21 -0.56 -1.50
H -1.84 -0.75 0.14
H 0.99 1.23 4.42
H 1.72 -0.28 4.57
H 1.94 0.56 3.09
```

=====

(12)
The following is a DFT calculation (ωB97M-V with the def2-TZVPD basis set) of C10H17N3O2S in the gas phase at a distorted geometry.

Results
Gap between HOMO and LUMO   7.390 eV
ΔE to the lowest compared entry with this formula, charge and spin   190.8 kcal per mole
Net charge   0
F_max   14.06 eV/Å
Structure (SMILES)   CCC[C@@]1(C)SC(NC(C)=O)=NN1C(C)=O
DFT total energy   -1103.85837 Ha

```
33
C10H17N3O2S | the OMol25 dataset | ωB97M-V with the def2-TZVPD basis set
C -1.21 -0.43 -2.27
C -0.93 -1.71 -1.54
C -1.43 -1.51 -0.12
C -0.72 -0.73 0.82
C -1.25 -0.74 2.35
S 0.91 -1.01 0.92
C 1.39 0.38 0.18
N 2.64 1.15 0.08
C 3.88 0.50 -0.08
C 4.06 -1.09 0.46
O 4.75 1.20 -0.10
N 0.25 1.42 0.09
N -0.80 0.54 0.31
C -2.05 1.34 0.45
C -1.83 2.88 -0.13
O -3.16 0.79 0.82
H -0.56 0.46 -2.10
H -2.31 -0.08 -2.38
H -1.05 -0.60 -3.39
H -0.11 -2.03 -1.42
H -1.62 -2.54 -1.94
H -2.60 -1.41 -0.09
H -1.55 -2.44 0.32
H -1.17 -1.83 2.80
H -2.30 -0.42 2.12
H -0.59 -0.18 2.94
H 2.56 2.04 -0.30
H 3.43 -1.60 -0.21
H 3.74 -1.01 1.34
H 5.04 -1.15 0.49
H -2.83 3.38 -0.11
H -1.10 3.32 0.68
H -1.42 3.11 -0.98
```